DFT (wB97M-V/def2-TZVPD) results for a molecular structure, C5H7LiO3Rb in a non-equilibrium geometry.

Properties
HOMO-LUMO gap (alpha / beta): 8.76 / 9.10 eV
total charge: +2
E: -12283.20896 eV
multiplicity: 2
LUMO energy (alpha / beta): -6.6 / -7.5 eV
<S²>: 0.753

```
17
C5H7LiO3Rb | the Open Molecules 2025 dataset | wB97M-V/def2-TZVPD
C 3.2566 -1.4601 -0.6623
C 3.5866 -0.3800 -1.1905
H 3.3423 -2.2279 0.0937
H 4.4535 0.1822 -1.5098
H 1.7996 0.6388 -0.9640
O 0.8493 -1.2603 0.0866
Li -0.3189 2.5261 -0.9423
O 0.6675 0.8372 -0.6727
C 0.1810 -0.2347 -0.1246
O -0.9742 -0.1273 0.5034
C -2.0140 0.6121 -0.0512
C -3.0177 1.0476 0.9352
H -2.2496 0.3596 -1.0908
H -3.4238 0.1712 1.4737
H -3.8119 1.5989 0.4190
H -2.5586 1.6921 1.6986
Rb 0.2321 -3.9756 1.9979
```